Formula: C19H19ClN4O
Source: the Open Molecules 2025 dataset
Level of theory: wB97M-V/def2-TZVPD

Structure (XYZ):
```
44
Properties=species:S:1:pos:R:3:forces:R:3:mulliken_charge:R:1
C 6.49210 0.36376 -1.08622 -0.31 -0.10 -5.23 -1.41
C 5.83364 -0.85025 -1.38200 -5.37 -0.71 4.97 -1.14
C 4.66268 -1.20910 -0.30884 -2.50 0.16 -2.75 0.64
C 5.19084 -1.37908 0.98534 -7.73 7.35 7.32 -1.73
O 3.67900 -0.17557 -0.42827 -2.25 3.61 0.27 -0.28
C 2.35480 -0.14868 0.08329 6.23 -11.79 1.43 -0.44
C 1.40276 0.64904 0.03878 4.70 8.12 -4.73 -0.24
C 0.17951 0.46105 0.25920 -7.82 -2.82 5.31 1.07
C -0.88936 1.45284 0.34322 9.47 8.37 -0.50 0.25
C -0.57070 2.98573 0.32161 -4.88 -2.20 1.52 -0.78
C -1.76810 3.82430 0.31521 4.92 0.53 -3.77 -0.48
N -2.93720 3.29436 -0.03922 -0.35 2.45 2.13 -0.58
C -3.09863 2.01670 0.17172 5.07 0.54 -2.41 0.44
N -4.28575 1.61463 -0.06703 -6.42 -2.93 0.89 -0.16
C -4.93827 0.15075 -0.12078 -4.66 14.57 0.28 0.79
C -4.24358 -0.87238 -0.28776 10.61 0.73 0.72 -0.35
C -4.85507 -1.95202 -0.27622 -2.55 -13.79 -0.05 0.09
C -6.21444 -2.17474 -0.18055 -4.27 1.83 -0.23 -0.69
C -7.05275 -0.99185 -0.10315 6.36 3.14 -1.07 0.37
Cl -8.66023 -0.80889 -0.21379 -3.16 -0.67 0.02 -0.20
C -6.30626 0.43401 -0.18121 2.23 -12.50 1.37 -1.01
N -1.99839 1.17276 0.09883 -11.90 -4.52 -0.27 -0.17
C -0.08924 -0.66125 1.02976 -0.79 -4.32 -1.26 -0.56
C 0.91383 -1.87073 0.98191 -2.48 10.92 -1.58 -0.56
N 2.02186 -1.40547 0.54563 3.66 -2.64 -0.02 -0.40
H 5.89805 1.18289 -1.08330 -2.18 2.46 0.11 0.39
H 6.96741 0.28641 -0.25223 3.65 -0.16 4.86 0.52
H 7.03390 0.40086 -2.00358 1.85 1.12 -0.20 0.37
H 5.25495 -1.00342 -2.16538 -1.71 0.02 -4.61 0.51
H 6.22569 -1.71351 -1.10397 3.62 -3.76 0.07 0.61
H 4.04851 -2.10645 -0.57435 1.10 0.11 -0.27 0.40
H 4.32541 -1.58295 1.88112 2.15 -0.52 -2.75 0.25
H 5.43934 -0.34428 1.58503 -0.02 -1.78 -2.10 0.28
H 5.95823 -1.89718 1.07941 6.69 -5.17 0.83 0.66
H 1.80500 1.42501 -0.53700 -0.39 2.66 -0.69 0.58
H 0.37681 3.29242 0.54294 2.26 1.14 0.46 0.53
H -1.52784 4.97512 -0.08026 -1.04 -2.81 1.75 0.23
H -5.00317 2.40090 0.17025 1.78 -2.15 -0.93 0.30
H -3.10639 -0.75530 -0.12782 -1.91 -0.36 -0.79 0.07
H -4.30982 -3.10117 -0.28133 -0.94 3.60 -0.17 0.13
H -6.78935 -3.15139 -0.29829 1.39 1.24 0.40 0.28
H -6.90294 1.18464 -0.29409 -2.76 4.92 -0.37 0.58
H -1.11848 -0.88975 1.39036 0.80 0.54 -0.17 0.39
H 0.60163 -2.52276 1.65305 -0.19 -4.43 2.24 0.46
```
Forces are in eV/Å.

Output
- DFT total energy: -1489.34036 Ha
- Max |F|: 15.294 eV Å⁻¹
- HOMO energy: -7.939 eV
- SMILES string: CC[C@@H](C)Oc1cc(-c2ccnc(Nc3cccc(Cl)c3)n2)ccn1
- LUMO level: 0.38 eV
- Energy above the lowest of the compared OMol25 structures with the same formula, charge and spin: 366.6 kcal/mol